Below is a 23-piece molecular cluster, C9H62ClIN3O23P2S overall in a non-equilibrium geometry, with properties calculated with the ωB97M-V functional and the def2-TZVPD basis.

Element x y z (Å)
C (4.771, 0.427, -1.184)
C (3.275, 1.045, -1.591)
S (2.039, -0.358, -1.926)
C (0.486, 0.512, -2.615)
C (-0.886, -0.054, -1.886)
C (-2.017, 0.739, -1.002)
C (-1.745, 2.327, -0.864)
C (-2.459, 3.127, 0.355)
C (-3.518, 4.222, -0.324)
I (-0.944, 4.407, 1.383)
N (-3.064, -0.234, -0.546)
P (-4.497, 0.212, 0.405)
O (-5.730, 0.834, -0.655)
Cl (-5.284, -1.687, 1.073)
C (-2.661, -1.634, -1.048)
N (-1.381, -1.487, -1.859)
P (-0.701, -2.963, -2.613)
N (-0.860, -2.785, -4.246)
H (5.236, 1.015, -0.264)
H (4.630, -0.721, -0.930)
H (5.491, 0.557, -2.106)
H (2.893, 1.593, -0.622)
H (3.347, 1.804, -2.497)
H (0.344, 0.325, -3.764)
H (0.592, 1.690, -2.453)
H (-0.568, 2.476, -0.730)
H (-2.035, 2.862, -1.880)
H (-2.931, 2.485, 1.205)
H (-4.051, 3.772, -1.263)
H (-2.934, 5.197, -0.686)
H (-4.257, 4.579, 0.524)
H (-6.488, 1.241, -0.127)
H (-3.219, -2.650, -0.863)
H (0.712, -3.116, -2.264)
H (-1.478, -4.156, -2.263)
H (-1.301, -1.838, -4.372)
O (-3.793, 7.131, 0.812)
H (-3.013, 7.212, 1.382)
H (-4.259, 7.972, 0.932)
O (-1.306, 1.679, 4.218)
H (-1.180, 0.795, 3.842)
H (-1.378, 2.256, 3.443)
O (-3.193, -2.588, -6.531)
H (-2.413, -2.506, -5.961)
H (-3.659, -1.747, -6.411)
O (1.074, 0.241, 4.744)
H (0.370, 0.877, 4.942)
H (1.891, 0.742, 4.891)
O (2.992, -2.360, -4.774)
H (2.461, -1.811, -4.178)
H (2.383, -2.577, -5.497)
O (3.592, -1.566, 3.167)
H (3.061, -1.016, 3.763)
H (2.983, -1.783, 2.445)
O (-1.693, -0.912, 5.595)
H (-0.913, -0.831, 6.165)
H (-2.159, -0.071, 5.715)
O (0.054, 4.794, -2.109)
H (0.130, 4.811, -1.143)
H (0.452, 5.632, -2.389)
O (7.672, -0.671, -1.595)
H (8.150, -0.077, -0.996)
H (8.214, -1.474, -1.610)
O (-3.457, -4.825, -0.777)
H (-3.841, -4.971, 0.101)
H (-3.766, -5.583, -1.296)
O (-0.692, -3.468, -7.702)
H (-0.759, -4.433, -7.770)
H (-0.614, -3.305, -6.750)
O (1.974, 2.316, 1.791)
H (1.270, 2.952, 1.988)
H (2.791, 2.817, 1.937)
O (-1.068, 7.807, 1.435)
H (-0.448, 8.546, 1.344)
H (-0.548, 7.032, 1.176)
O (-2.828, -6.223, 1.520)
H (-2.350, -5.629, 2.118)
H (-2.286, -7.026, 1.505)
O (0.432, 0.734, 7.404)
H (1.052, 1.473, 7.313)
H (0.952, -0.041, 7.145)
O (2.328, 5.430, 1.961)
H (1.695, 5.749, 2.622)
H (2.913, 6.188, 1.812)
O (-8.257, 0.787, 0.501)
H (-8.641, 0.641, 1.379)
H (-8.566, 0.029, -0.018)
O (-3.898, -5.273, -5.050)
H (-3.823, -5.256, -4.084)
H (-3.501, -4.435, -5.330)
O (6.021, -3.289, -2.582)
H (6.334, -2.458, -2.195)
H (6.123, -3.156, -3.537)
O (5.204, -4.357, 2.299)
H (5.044, -4.651, 1.389)
H (4.630, -3.582, 2.398)
O (2.514, 0.573, 9.611)
H (2.628, -0.057, 10.337)
H (1.636, 0.365, 9.257)
O (6.142, -5.676, -0.154)
H (6.267, -6.560, -0.530)
H (6.069, -5.100, -0.929)

LUMO, eV: -4.301
Spin multiplicity: 1
HOMO-LUMO gap, eV: 7.445
Total charge: +1
DFT total energy, eV: -111924.822

---

Below is an isolated ion of composition C4H7N4 and charge +1 in a non-equilibrium geometry, with properties calculated with the ωB97M-V functional and the def2-TZVPD basis.

Element x y z (Å)
C (-1.383, -1.345, 1.120)
N (-0.551, -1.796, 0.300)
C (-0.295, -1.092, -0.892)
N (0.427, 0.075, -0.542)
C (1.349, 0.187, 0.580)
N (1.477, 1.400, 0.872)
N (0.792, 2.107, -0.047)
C (0.355, 1.305, -0.995)
H (-1.419, -1.836, 2.119)
H (-2.195, -0.464, 0.972)
H (0.086, -1.838, -1.545)
H (-1.336, -0.678, -1.256)
H (1.747, -0.645, 1.145)
H (0.830, 3.069, 0.187)
H (0.117, 1.550, -2.016)

LUMO, eV: -4.389
Energy above the lowest of the compared OMol25 structures with the same formula, charge and spin, kJ/mol: 270.8
Spin multiplicity: 1
HOMO-LUMO gap, eV: 9.737
Total charge: +1
DFT total energy, eV: -10212.416
Structure (SMILES): C=NCn1cn[nH+]c1

---

Below is a 2-piece molecular cluster, C2H3N2O3 overall in a non-equilibrium geometry, with properties calculated with the ωB97M-V functional and the def2-TZVPD basis.

Element x y z (Å)
C (0.257, 0.703, 0.892)
C (1.427, 0.194, 1.098)
N (-0.864, 0.221, 0.188)
N (-1.941, 0.687, 0.663)
O (-2.999, 0.402, 0.045)
O (0.825, -1.389, -1.757)
O (2.518, -0.211, 0.994)
H (0.177, 1.703, 1.302)
H (0.128, -1.465, -2.343)
H (0.472, -0.844, -1.081)

LUMO, eV: 3.864
Energy above the lowest of the compared OMol25 structures with the same formula, charge and spin, kJ/mol: 386.0
Spin multiplicity: 1
HOMO-LUMO gap, eV: 7.240
Total charge: -1
DFT total energy, eV: -11243.041

---

Below is one molecule with the formula C6H9NO in a non-equilibrium geometry, with properties calculated with the ωB97M-V functional and the def2-TZVPD basis.

Element x y z (Å)
O (-0.199, -1.576, -1.738)
C (-0.100, -0.540, -0.724)
C (0.953, 0.261, -0.707)
N (0.865, 0.909, 0.665)
C (-0.463, 1.339, 0.332)
C (-1.208, 0.253, -0.257)
C (-0.633, -0.889, 0.755)
C (0.528, -0.276, 1.554)
H (0.125, -1.120, -2.643)
H (2.046, -0.141, -0.841)
H (1.262, 0.859, -1.462)
H (-0.915, 1.839, 1.235)
H (-0.518, 1.994, -0.498)
H (-2.307, 0.201, -0.587)
H (-1.095, -2.011, 0.637)
H (1.410, -1.082, 1.504)
H (0.248, -0.019, 2.772)

LUMO, eV: 0.687
Energy above the lowest of the compared OMol25 structures with the same formula, charge and spin, kJ/mol: 568.5
Spin multiplicity: 1
HOMO-LUMO gap, eV: 9.650
Total charge: 0
DFT total energy, eV: -9899.712
Structure (SMILES): O[C@@]12CN3C[C@@H]1[C@@H]2C3

---

Below is an isolated ion of composition C2Cl2NO3P and charge -2 in a non-equilibrium geometry, with properties calculated with the ωB97M-V functional and the def2-TZVPD basis.

Element x y z (Å)
N (-0.370, -0.703, -2.630)
C (-0.250, -0.070, -1.658)
C (-0.094, 0.519, -0.410)
Cl (1.271, 2.022, -0.626)
Cl (-1.612, 1.366, -0.165)
P (0.287, -0.633, 1.181)
O (-1.014, -1.464, 0.999)
O (0.259, 0.452, 2.249)
O (1.521, -1.487, 1.061)

LUMO, eV: 5.809
Energy above the lowest of the compared OMol25 structures with the same formula, charge and spin, kJ/mol: 129.7
Spin multiplicity: 1
HOMO-LUMO gap, eV: 5.958
Total charge: -2
DFT total energy, eV: -44041.649
Structure (SMILES): N#CC(Cl)(Cl)P(=O)([O-])[O-]

---

Below is C21H51Cl3N6O8 as an isolated structure in a non-equilibrium geometry, with properties calculated with the ωB97M-V functional and the def2-TZVPD basis.

Element x y z (Å)
O (-0.793, -1.028, -0.362)
C (-1.451, -1.999, -0.029)
N (-1.697, -3.005, -0.825)
C (-2.234, -2.048, 1.269)
H (-1.246, -3.051, -1.728)
H (-2.291, -3.801, -0.641)
H (-1.677, -2.496, 2.092)
H (-3.207, -2.517, 1.120)
H (-2.578, -1.041, 1.504)
O (2.943, -2.136, 2.612)
C (2.458, -3.149, 3.043)
N (3.313, -4.105, 3.500)
C (0.994, -3.579, 2.874)
H (4.290, -3.853, 3.450)
H (2.799, -4.804, 4.017)
H (0.556, -4.239, 3.623)
H (1.006, -3.994, 1.867)
H (0.228, -2.804, 2.870)
O (0.631, -1.005, 2.405)
C (0.919, -0.628, 1.315)
N (1.756, -1.353, 0.664)
C (0.374, 0.663, 0.705)
H (2.063, -2.185, 1.147)
H (2.004, -1.272, -0.312)
H (-0.581, 1.069, 1.039)
H (0.376, 0.513, -0.375)
H (1.141, 1.285, 1.165)
O (-1.873, -1.087, 5.296)
C (-1.190, -0.849, 4.351)
N (-1.321, -1.634, 3.246)
C (-0.232, 0.296, 4.388)
H (-0.772, -1.496, 2.409)
H (-1.704, -2.556, 3.400)
H (0.655, -0.250, 4.711)
H (-0.546, 0.842, 5.277)
H (-0.105, 0.721, 3.392)
C (-2.316, 2.326, 0.177)
Cl (-3.656, 1.210, 0.296)
Cl (-2.858, 3.910, -0.403)
Cl (-1.008, 1.839, -0.906)
H (-2.012, 2.298, 1.223)
C (-0.332, 2.840, 1.529)
O (-1.261, 3.924, 1.706)
C (-1.261, 5.037, 0.714)
C (-0.448, 6.409, 0.995)
N (0.905, 6.128, 1.449)
C (1.656, 7.414, 1.458)
C (3.141, 7.169, 1.690)
O (3.747, 8.413, 1.718)
C (5.140, 8.422, 1.713)
H (-0.110, 2.369, 2.487)
H (0.640, 3.065, 1.090)
H (-0.816, 2.120, 0.868)
H (-2.259, 5.197, 0.306)
H (-0.705, 4.679, -0.153)
H (-0.894, 7.042, 1.761)
H (-0.505, 6.974, 0.065)
H (0.756, 5.608, 2.302)
H (1.232, 8.105, 2.186)
H (1.467, 7.984, 0.548)
H (3.536, 6.483, 0.941)
H (3.349, 6.753, 2.675)
H (5.642, 9.382, 1.589)
H (5.604, 7.803, 0.945)
H (5.445, 8.167, 2.728)
C (-3.374, -5.725, -8.110)
O (-2.476, -5.869, -6.992)
C (-2.250, -4.752, -6.196)
C (-1.434, -5.208, -4.988)
N (-1.268, -4.269, -3.903)
C (-0.444, -3.053, -4.282)
C (0.106, -2.286, -2.997)
O (0.881, -3.171, -2.185)
C (1.290, -2.835, -0.845)
H (-4.304, -5.281, -7.754)
H (-3.635, -6.695, -8.533)
H (-3.040, -5.034, -8.883)
H (-3.248, -4.393, -5.945)
H (-1.806, -3.985, -6.831)
H (-0.492, -5.631, -5.336)
H (-2.016, -5.965, -4.463)
H (-0.860, -4.696, -3.084)
H (-1.149, -2.490, -4.893)
H (0.355, -3.381, -4.948)
H (-0.740, -1.948, -2.397)
H (0.819, -1.516, -3.291)
H (0.425, -2.966, -0.195)
H (1.777, -1.870, -0.709)
H (2.055, -3.480, -0.413)

LUMO, eV: 0.407
Energy above the lowest of the compared OMol25 structures with the same formula, charge and spin, kJ/mol: 1904.9
Spin multiplicity: 1
HOMO-LUMO gap, eV: 8.973
Total charge: 0
DFT total energy, eV: -85469.427